Entry 1:
{
  "formula": "C12H30BaClN2O8",
  "method": "the ωB97M-V functional and the def2-TZVPD basis",
  "homo_ev": -11.8,
  "charge": 1,
  "largest_force_ev_per_a": 3.867,
  "elements": ["Ba", "Cl", "O", "O", "O", "O", "C", "O", "C", "C", "N", "C", "C", "O", "C", "H", "H", "H", "H", "H", "H", "H", "H", "H", "H", "H", "H", "H", "H", "H", "C", "O", "C", "C", "N", "C", "C", "O", "C", "H", "H", "H", "H", "H", "H", "H", "H", "H", "H", "H", "H", "H", "H", "H"],
  "coordinates": [[0.13337, 0.17586, 0.07305], [-1.89343, -2.97398, -0.12754], [-0.49508, -3.02769, -0.05963], [-2.47497, -3.34878, 1.12000], [-2.24225, -1.59098, -0.31400], [-2.45351, -3.66401, -1.23433], [0.83684, -1.95121, 3.14626], [-0.03430, -0.96550, 2.54822], [-0.87401, -0.38160, 3.49539], [-2.06106, 0.29215, 2.81617], [-1.60994, 1.37490, 1.98690], [-2.64722, 2.14407, 1.30516], [-2.03797, 3.10645, 0.21354], [-1.39989, 2.38882, -0.90724], [-0.88640, 3.33800, -1.84108], [1.37689, -1.44725, 3.94780], [1.50759, -2.45040, 2.44697], [0.37080, -2.75228, 3.72002], [-0.26014, 0.34147, 4.03245], [-1.33368, -1.15245, 4.11393], [-2.70079, 0.79288, 3.54288], [-2.73648, -0.38915, 2.29874], [-1.29181, 2.03611, 2.68095], [-3.25419, 2.59221, 2.09184], [-3.33824, 1.54807, 0.70903], [-1.33057, 3.80968, 0.65303], [-2.86356, 3.62122, -0.27791], [-0.32780, 4.12713, -1.33775], [-1.63404, 3.87160, -2.42794], [-0.19003, 2.86125, -2.53091], [3.51908, 0.08654, 1.90434], [2.82194, -0.35672, 0.80052], [3.75011, -1.00816, -0.07168], [2.94314, -1.57628, -1.26777], [1.98444, -0.60075, -1.82685], [1.19660, -1.22019, -2.90863], [0.27302, -0.12366, -3.59198], [-0.66761, 0.16780, -2.57809], [-1.97123, 0.40760, -3.15430], [2.79986, 0.55675, 2.57494], [4.34469, 0.75697, 1.66558], [3.87223, -0.82954, 2.37781], [4.20512, -1.86440, 0.42624], [4.46259, -0.24208, -0.37760], [2.32520, -2.40802, -0.92944], [3.57604, -1.97860, -2.05877], [2.58843, 0.05029, -2.30793], [0.62477, -2.07573, -2.54925], [1.88703, -1.58561, -3.66881], [-0.17060, -0.65123, -4.43635], [0.80450, 0.78057, -3.88863], [-1.92908, 1.10585, -3.99022], [-2.71419, 0.79578, -2.45757], [-2.37995, -0.51355, -3.56966]],
  "nbo_charge": [1.846, 2.604, -0.915, -0.846, -0.987, -0.818, -0.263, -0.612, -0.071, -0.259, -0.694, -0.261, -0.072, -0.604, -0.265, 0.172, 0.211, 0.207, 0.170, 0.211, 0.188, 0.248, 0.364, 0.208, 0.225, 0.178, 0.202, 0.180, 0.197, 0.197, -0.251, -0.599, -0.076, -0.255, -0.700, -0.252, -0.072, -0.617, -0.262, 0.188, 0.187, 0.184, 0.203, 0.184, 0.217, 0.205, 0.365, 0.237, 0.188, 0.207, 0.179, 0.177, 0.214, 0.202]
}

=====

Entry 2:
{
  "formula": "C12H30ErIO3P2Si",
  "method": "the ωB97M-V functional and the def2-TZVPD basis",
  "s2": 3.754,
  "homo_ev": [-14.7, -14.7],
  "charge": 2,
  "spin_multiplicity": 4,
  "largest_force_ev_per_a": 6.394,
  "elements": ["C", "C", "H", "H", "H", "O", "I", "Er", "P", "C", "C", "H", "H", "H", "H", "H", "H", "C", "H", "H", "H", "P", "C", "C", "H", "H", "H", "C", "H", "H", "H", "H", "H", "H", "C", "O", "C", "Si", "C", "C", "O", "H", "H", "H", "H", "H", "H", "H", "H", "H"],
  "coordinates": [[-0.00052, -0.05535, -7.77771], [0.00587, 0.64670, -6.43460], [0.00319, 0.71011, -8.56945], [-0.89632, -0.68084, -7.87614], [0.88726, -0.69183, -7.87891], [0.01701, 1.84215, -6.25145], [-0.00617, -0.60958, -4.61509], [-0.00393, -0.44254, 0.25480], [2.56686, -0.07842, -0.14624], [3.46163, 1.20584, 0.78602], [3.09820, -1.67669, 0.61954], [4.18434, -1.77682, 0.51191], [4.24560, -0.29903, -1.90211], [2.60164, -2.52486, 0.10365], [2.64400, -0.92263, -2.41657], [3.15556, 1.17140, 1.84302], [2.83295, -1.70489, 1.69513], [3.16822, -0.12577, -1.85859], [4.54751, 1.06306, 0.72041], [2.92991, 0.83786, -2.34556], [3.19510, 2.19281, 0.37277], [-2.56807, -0.03072, -0.14290], [-3.43774, 1.27174, 0.78794], [-3.17230, -0.06990, -1.85450], [-2.64958, -2.47565, 0.10980], [-4.21644, -1.69682, 0.52122], [-2.86091, -1.64994, 1.70102], [-3.12813, -1.61759, 0.62610], [-2.66189, -0.87601, -2.41219], [-4.25238, -0.22565, -1.89672], [-4.52629, 1.15060, 0.72200], [-3.15153, 2.25292, 0.37427], [-2.91878, 0.88902, -2.34289], [-3.13305, 1.23200, 1.84517], [0.01915, 1.88839, 0.65138], [0.02912, 2.83527, 1.32453], [1.60241, -0.94568, 4.40698], [-0.00074, -0.11060, 3.85141], [-1.60365, -0.94612, 4.40760], [-0.00141, 1.69854, 4.42618], [-0.00263, -0.36055, 2.26258], [1.61396, -0.95244, 5.51635], [2.48936, -0.41028, 4.01416], [1.64035, -1.98033, 4.01440], [-1.61564, -0.95396, 5.51692], [-2.49054, -0.41043, 4.01516], [-1.64172, -1.98026, 4.01389], [0.90020, 2.25602, 4.09327], [-0.90100, 2.25649, 4.08858], [-0.00414, 1.61575, 5.53767]],
  "lowdin_charge": [-0.072, -0.776, 0.105, 0.093, 0.093, 0.020, 0.704, 1.012, 0.703, -0.227, -0.234, 0.073, 0.068, 0.060, 0.025, 0.054, 0.044, -0.258, 0.074, 0.064, 0.062, 0.704, -0.227, -0.258, 0.060, 0.073, 0.044, -0.234, 0.025, 0.068, 0.074, 0.062, 0.064, 0.055, -0.044, 0.169, -0.157, 0.291, -0.157, -0.162, -0.508, 0.052, 0.031, 0.037, 0.052, 0.031, 0.037, 0.037, 0.037, 0.057]
}

=====

Entry 3:
{
  "formula": "C12H30F2KNO12P2S2",
  "method": "the ωB97M-V functional and the def2-TZVPD basis",
  "homo_ev": -9.8,
  "charge": 0,
  "largest_force_ev_per_a": 4.989,
  "elements": ["K", "N", "S", "O", "O", "F", "S", "O", "O", "F", "C", "C", "O", "P", "O", "O", "C", "C", "O", "C", "C", "H", "H", "H", "H", "H", "H", "H", "H", "H", "H", "H", "H", "H", "H", "H", "C", "C", "O", "P", "O", "O", "C", "C", "O", "C", "C", "H", "H", "H", "H", "H", "H", "H", "H", "H", "H", "H", "H", "H", "H", "H"],
  "coordinates": [[-18.69421, 7.16004, 15.72236], [-20.40714, 7.38966, 13.72694], [-19.95055, 7.44411, 12.21712], [-19.99483, 8.74471, 11.60257], [-20.21527, 6.28745, 11.40832], [-18.35562, 7.27868, 12.44262], [-22.04177, 7.67713, 13.46090], [-22.73269, 7.50090, 12.22419], [-22.43457, 8.80026, 14.26875], [-22.58302, 6.36683, 14.25362], [-23.11436, 8.24806, 18.69669], [-22.37476, 7.71332, 17.50150], [-21.11937, 7.11108, 17.82484], [-21.05588, 5.55162, 17.89992], [-22.31120, 4.80735, 17.82283], [-20.02792, 5.17534, 16.72117], [-19.87151, 3.84692, 16.21845], [-20.85041, 3.62144, 15.06808], [-20.16647, 5.31258, 19.22251], [-20.66471, 5.70540, 20.50804], [-21.03730, 4.40418, 21.25534], [-22.55446, 9.00847, 19.25285], [-24.15535, 8.54133, 18.59282], [-23.19416, 7.46087, 19.46420], [-23.07799, 7.05786, 16.98024], [-22.26465, 8.49824, 16.74808], [-18.85299, 3.63392, 15.90304], [-20.10416, 3.10654, 16.98432], [-20.75265, 2.64405, 14.58927], [-21.89516, 3.61583, 15.38365], [-20.76538, 4.38725, 14.29679], [-19.95245, 6.35647, 21.01405], [-21.57547, 6.30272, 20.41872], [-20.31320, 3.62658, 21.02955], [-21.07086, 4.56927, 22.33117], [-22.00711, 4.13832, 20.83978], [-18.22066, 9.64039, 20.82324], [-19.49827, 9.26050, 20.12808], [-19.88901, 10.30582, 19.22495], [-19.33502, 10.45089, 17.75686], [-18.77159, 9.18568, 17.20578], [-20.63228, 10.99323, 17.03453], [-20.56960, 11.19900, 15.60723], [-21.81089, 11.91938, 15.07950], [-18.31523, 11.68390, 17.74214], [-16.92607, 11.40717, 17.47417], [-16.12502, 12.68422, 17.61707], [-18.33089, 10.66944, 21.17250], [-17.88554, 9.02491, 21.65569], [-17.39363, 9.65714, 20.10748], [-19.46298, 8.29364, 19.61787], [-20.37926, 9.14320, 20.76320], [-19.71428, 11.84286, 15.40621], [-20.55610, 10.25099, 15.07334], [-21.64319, 12.34716, 14.09486], [-22.65546, 11.23260, 15.05783], [-22.12566, 12.73582, 15.73590], [-16.54230, 10.63736, 18.14130], [-16.86344, 11.13938, 16.42118], [-15.05867, 12.66501, 17.82380], [-16.24018, 13.24695, 16.68557], [-16.57263, 13.34025, 18.37104]],
  "nbo_charge": [0.965, -1.191, 2.439, -0.913, -0.901, -0.534, 2.424, -0.851, -0.939, -0.514, -0.640, -0.100, -0.827, 2.584, -1.089, -0.863, -0.067, -0.648, -0.820, -0.060, -0.629, 0.208, 0.239, 0.200, 0.219, 0.217, 0.186, 0.194, 0.220, 0.238, 0.228, 0.178, 0.179, 0.220, 0.213, 0.226, -0.643, -0.064, -0.812, 2.609, -1.193, -0.804, -0.081, -0.627, -0.813, -0.060, -0.644, 0.223, 0.227, 0.205, 0.199, 0.193, 0.177, 0.211, 0.227, 0.230, 0.210, 0.181, 0.189, 0.229, 0.212, 0.225]
}